The following is a quantum chemistry calculation of a 8-piece molecular cluster, C36H32BF4O22 overall, from the OMol25 dataset.

Cartesian coordinates (Å):
F  -17.209  8.236  -6.688
F  -15.930  6.477  -6.080
F  -15.629  8.549  -5.105
F  -14.969  8.221  -7.264
O  -20.090  8.904  -3.014
O  -20.918  9.899  -10.494
O  -9.741  12.920  -9.468
O  -9.097  10.707  -10.820
O  -11.675  11.803  -4.333
O  -11.312  6.301  -2.978
O  -15.597  11.473  -10.769
O  -18.399  5.585  -7.440
O  -18.263  6.574  -12.964
O  -15.403  9.157  -2.619
O  -10.486  12.070  -1.939
O  -13.504  6.326  -4.741
O  -17.371  14.061  -5.438
O  -16.372  5.590  -0.809
O  -14.099  9.228  -0.202
O  -13.763  10.690  -7.734
O  -13.232  8.436  -9.242
O  -20.478  4.771  -8.997
O  -15.905  6.543  -11.281
O  -14.238  5.358  0.887
O  -17.304  12.826  -12.306
O  -19.084  9.209  -8.443
C  -17.178  12.814  -5.216
C  -17.805  11.739  -11.523
C  -11.900  11.755  -8.453
C  -17.372  12.138  -3.868
C  -12.782  10.608  -8.435
C  -13.407  10.543  -3.579
C  -11.137  9.428  -10.163
C  -15.099  6.026  -2.687
C  -13.566  9.894  -1.149
C  -19.323  11.367  -11.422
C  -12.510  6.083  -2.509
C  -10.570  11.790  -9.378
C  -19.487  5.716  -10.890
C  -18.320  5.395  -8.778
C  -19.650  8.003  -3.629
C  -14.092  5.590  -0.448
C  -18.258  6.210  -11.554
C  -12.201  11.294  -3.438
C  -12.735  5.704  -1.093
C  -20.014  7.662  -5.059
C  -17.221  10.086  -9.830
C  -16.981  5.801  -9.446
C  -19.475  5.209  -9.548
C  -19.782  10.175  -10.526
C  -14.271  9.914  -2.435
C  -18.520  7.159  -2.959
C  -18.683  9.771  -9.590
C  -12.321  9.413  -9.300
C  -16.722  11.936  -6.441
C  -16.800  11.133  -10.747
C  -17.008  6.249  -10.848
C  -15.284  5.842  -1.318
C  -11.538  11.275  -2.125
C  -10.232  10.685  -10.242
C  -12.330  10.699  -0.881
C  -13.693  6.129  -3.404
B  -15.893  7.941  -6.286
H  -20.075  11.901  -11.980
H  -17.683  5.567  -6.884
H  -15.654  12.177  -6.678
H  -15.086  5.427  0.913
H  -18.409  8.752  -7.925
H  -11.724  5.721  -0.569
H  -17.454  6.897  -13.067
H  -16.296  12.943  -12.226
H  -21.047  7.626  -5.293
H  -17.392  11.874  -7.257
H  -11.011  8.603  -10.648
H  -15.846  9.233  -3.584
H  -12.005  12.710  -7.887
H  -16.523  11.517  -3.681
H  -16.151  6.000  -3.238
H  -9.231  12.803  -10.214
H  -19.748  8.505  -5.625
H  -13.959  10.288  -4.428
H  -16.813  10.818  -6.125
H  -11.823  10.760  0.031
H  -13.906  8.488  -8.534
H  -18.152  11.610  -4.216
H  -16.018  5.841  -8.748
H  -17.530  7.690  -3.082
H  -16.527  9.862  -9.081
H  -18.517  6.259  -3.431
H  -18.592  7.099  -1.900
H  -19.669  6.595  -5.068
H  -14.311  6.338  -5.122
H  -20.413  5.714  -11.528
H  -10.255  12.687  -2.625
H  -17.286  12.801  -2.961

Summary:
2S+1: 1
F_max (hartree/bohr): 0.20872
Charge: -1
Gap between HOMO and LUMO (eV): 6.465

Atomic partial charges in e from the Mulliken method, atoms 1 to 2: atom 1 (F): -0.208, atom 2 (F): -0.827

=====

The following is a quantum chemistry calculation of one molecule with the formula C9H10Cl2, from the OMol25 dataset.

Cartesian coordinates (Å):
Cl  -4.004  1.076  0.035
Cl  -3.202  -1.708  -0.112
C  -1.160  1.814  0.071
C  -1.450  0.344  0.053
C  0.479  1.869  -0.012
C  0.810  0.497  -0.190
C  1.695  -1.695  0.232
C  -2.686  -0.070  0.096
C  2.056  -0.260  -0.252
C  -0.233  -0.371  0.029
C  0.183  -1.831  0.011
H  -1.553  2.323  -0.801
H  -1.749  2.472  0.777
H  0.908  2.411  -0.751
H  2.981  0.162  0.161
H  -0.317  -2.303  0.824
H  2.258  -2.480  -0.187
H  0.870  2.177  0.991
H  1.805  -1.729  1.290
H  0.038  -2.312  -0.965
H  2.270  -0.385  -1.298

Summary:
2S+1: 1
F_max (hartree/bohr): 0.09057
SMILES string: ClC(Cl)=C1CCC2=C1CCC2
Gap between HOMO and LUMO (eV): 8.620

Atomic partial charges in e from the Mulliken method, atoms 1 to 2: atom 1 (Cl): -0.218, atom 2 (Cl): -0.210

=====

The following is a quantum chemistry calculation of C5H9ClS as an isolated structure, from the OMol25 dataset.

Cartesian coordinates (Å):
Cl  -0.801  2.975  -3.269
S  1.266  1.838  -1.869
C  -1.502  -0.368  0.854
C  -0.280  1.611  -2.445
C  0.354  -1.656  -0.264
C  -0.079  -0.751  0.618
C  0.957  0.012  1.417
H  0.772  0.019  2.400
H  1.051  1.050  1.168
H  1.192  0.683  -1.112
H  -0.395  -2.025  -0.879
H  -2.123  -1.104  0.093
H  1.865  -0.394  1.270
H  -1.956  -0.668  1.803
H  -1.700  0.675  0.605
H  1.378  -1.894  -0.389

Summary:
2S+1: 1
F_max (hartree/bohr): 0.08543
Gap between HOMO and LUMO (eV): 8.612

Atomic partial charges in e from the Mulliken method, atoms 1 to 2: atom 1 (Cl): -0.114, atom 2 (S): -0.095

=====

The following is a quantum chemistry calculation of C2H3BeO3 as an isolated structure, from the OMol25 dataset.

Cartesian coordinates (Å):
O  0.215  -1.947  -0.785
O  0.712  0.723  -0.170
O  -1.351  0.460  1.384
C  1.038  -1.270  -1.371
C  1.338  0.100  -1.119
Be  -0.226  -0.001  0.548
H  -1.444  1.344  1.760
H  1.814  0.663  -1.934
H  -2.098  -0.071  1.685

Summary:
2S+1: 1
F_max (hartree/bohr): 0.06308
Charge: +1
Gap between HOMO and LUMO (alpha / beta) (eV): 7.854 / 7.484

Atomic partial charges in e from the Mulliken method, atoms 1 to 2: atom 1 (O): -0.400, atom 2 (O): 0.035